1.
{
  "formula": "H26NeO13",
  "method": "ωB97M-V with the def2-TZVPD basis set",
  "symbols": ["O", "H", "O", "O", "O", "O", "H", "O", "H", "H", "H", "O", "H", "H", "H", "H", "H", "H", "Ne", "O", "O", "H", "H", "O", "H", "H", "O", "H", "O", "H", "H", "H", "H", "O", "H", "H", "H", "H", "H", "H"],
  "coordinates": [[-2.2181, 1.2235, 1.4132], [-2.0706, -1.3600, -1.1244], [-0.3264, 2.6975, -2.7779], [2.3611, 1.8445, 0.5315], [-0.9823, -3.1618, -1.5072], [0.4457, 0.0944, -3.3068], [-1.1381, 2.6380, -2.2740], [-2.7603, -0.7723, -1.4329], [-1.8526, -3.5265, -1.3465], [1.8870, -1.0834, 1.6189], [0.3163, 3.0418, -2.1578], [1.7166, -0.2956, 2.1351], [-0.2563, -2.7118, 2.2364], [-2.6501, 1.0932, -1.6537], [-2.1781, 1.9762, 2.0033], [3.1747, -2.5515, 1.0522], [-0.4065, -0.3104, -3.4684], [2.9059, 1.5567, -0.2010], [-0.1663, -0.1372, -0.1216], [2.3044, -2.5402, 0.6538], [2.5697, -1.3557, -2.0328], [0.2423, 1.0054, -3.0949], [2.2166, 0.3922, 1.6955], [-2.5597, 2.0192, -1.4287], [-3.4941, -0.9311, -0.8392], [-3.3997, 2.2534, -1.0340], [-0.5771, 0.3026, 3.6456], [0.2050, -0.0300, 3.2052], [1.0946, 3.2378, 2.7199], [-0.3859, -3.9000, -1.3823], [-0.7011, -2.3545, 0.8341], [1.9784, 2.6706, 0.2360], [0.5618, 2.5433, 2.3325], [-0.7513, -2.0578, 1.7428], [-1.2774, 0.2001, 3.0012], [1.7527, -1.1265, -2.4758], [2.3144, -3.2699, 0.0345], [-1.9839, 1.5782, 0.5556], [1.7927, 2.7746, 3.1829], [2.2958, -1.6672, -1.1701]],
  "mulliken_charge": [-0.62, 0.28, -0.73, -0.56, -0.60, -0.65, 0.39, -0.67, 0.30, 0.36, 0.31, -0.55, 0.28, 0.36, 0.33, 0.25, 0.29, 0.27, 0.09, -0.70, -0.64, 0.37, 0.29, -0.69, 0.31, 0.30, -0.63, 0.35, -0.62, 0.28, 0.27, 0.27, 0.27, -0.52, 0.30, 0.40, 0.30, 0.32, 0.33, 0.32],
  "homo_energy_ev": -9.8579,
  "orbital_gap_ev": 9.502,
  "energy_ha": -1122.6613,
  "de_lowest_ev": 1.0566,
  "molar_mass_g_mol": 254.38,
  "e_lumo_ev": -0.36
}

2.
{
  "formula": "C2H3F3",
  "method": "ωB97M-V with the def2-TZVPD basis set",
  "symbols": ["C", "H", "H", "H", "F", "F", "C", "F"],
  "coordinates": [[-1.3410, -0.1326, 0.1047], [1.9468, 0.1256, 0.9566], [1.8684, -0.9280, -0.6603], [1.2474, 0.9540, -0.4704], [-1.6579, 1.1798, 0.2740], [-2.0245, -0.7711, 0.9885], [1.6436, 0.0505, -0.0515], [-1.6828, -0.4781, -1.1415]],
  "mulliken_charge": [0.34, 0.27, 0.25, 0.30, -0.18, -0.17, -0.64, -0.18],
  "homo_energy_ev": -8.5669,
  "orbital_gap_ev": 6.769,
  "energy_ha": -377.4280,
  "de_lowest_ev": 5.3895,
  "molar_mass_g_mol": 84.04,
  "e_lumo_ev": -1.80
}

3.
{
  "formula": "C10H11BrN2",
  "method": "ωB97M-V with the def2-TZVPD basis set",
  "symbols": ["C", "C", "N", "H", "C", "H", "C", "H", "H", "N", "C", "H", "H", "C", "H", "C", "H", "H", "H", "C", "C", "C", "Br", "H"],
  "coordinates": [[-0.4519, -2.3317, -0.7101], [0.0740, 2.1298, 0.0737], [-2.3372, 1.5678, 0.5204], [1.6195, -1.7349, 2.0587], [-1.7270, 3.9191, 0.2124], [-1.4263, 4.4740, 1.0893], [-1.5074, 2.4193, 0.3003], [0.6392, 2.9417, -0.5760], [1.7949, 0.7927, -0.1308], [0.0091, -0.2931, 0.1166], [0.5306, -4.3220, 0.1589], [-0.7046, -4.1560, -1.6863], [1.8015, -4.0211, 1.8807], [0.2770, -1.5785, 0.2292], [0.4432, 2.2143, 1.0509], [1.0292, -2.2268, 1.2215], [-2.7427, 3.9269, 0.0432], [-1.1855, -1.8945, -1.3517], [-1.2940, 4.3927, -0.6665], [0.5752, 0.7979, -0.1191], [1.2058, -3.5805, 1.1233], [-0.2227, -3.7220, -0.8133], [3.9426, 0.5098, -0.3610], [0.8865, -5.2917, 0.0754]],
  "mulliken_charge": [-0.32, -0.42, -0.52, 0.28, -1.27, 0.30, 0.78, 0.33, -0.49, -0.18, -0.55, 0.33, 0.39, 0.32, 0.29, -0.28, 0.43, 0.43, 0.36, 0.78, -0.34, -0.47, -0.59, 0.40],
  "homo_energy_ev": [-7.9529, -7.9460],
  "orbital_gap_ev": [4.419, 4.412],
  "energy_ha": -3070.9606,
  "de_lowest_ev": 3.5221,
  "molar_mass_g_mol": 239.12,
  "e_lumo_ev": [-3.53, -3.53]
}

4.
{
  "formula": "C41H83F4N27O17S2",
  "method": "ωB97M-V with the def2-TZVPD basis set",
  "symbols": ["C", "C", "H", "C", "H", "H", "C", "O", "N", "H", "N", "H", "F", "H", "O", "N", "F", "H", "N", "H", "O", "H", "C", "N", "S", "H", "N", "N", "H", "H", "O", "H", "H", "C", "H", "N", "H", "H", "C", "N", "C", "N", "N", "H", "H", "H", "H", "H", "N", "C", "C", "C", "O", "H", "H", "H", "C", "H", "N", "H", "F", "O", "N", "H", "C", "H", "H", "H", "C", "H", "C", "H", "N", "H", "F", "C", "H", "H", "H", "H", "H", "O", "H", "C", "H", "O", "O", "H", "N", "C", "H", "C", "H", "O", "C", "H", "C", "N", "H", "C", "H", "C", "N", "H", "H", "H", "H", "C", "H", "O", "O", "C", "H", "H", "C", "H", "H", "H", "C", "H", "H", "H", "C", "O", "H", "C", "H", "C", "H", "H", "N", "S", "H", "H", "O", "H", "C", "H", "H", "H", "H", "N", "H", "H", "H", "H", "N", "H", "C", "H", "N", "O", "C", "C", "C", "C", "C", "H", "N", "C", "H", "O", "H", "O", "H", "N", "N", "C", "N", "C", "C", "H", "H", "N"],
  "coordinates": [[6.2262, -0.7409, 3.4181], [-6.4150, -3.3793, 3.6493], [-2.8977, -2.6250, 1.2799], [-4.4614, 2.1107, 3.1406], [4.9478, 0.3630, 4.9787], [4.6055, 1.3681, -0.2917], [-3.4705, -7.8808, -1.8755], [4.7631, 7.5576, -3.9547], [4.8413, 5.7545, -5.3034], [-2.8072, -3.2354, 4.7201], [-3.8089, 8.6782, 2.4934], [4.9544, -5.0902, 0.7055], [-0.4752, -0.5230, 3.3279], [2.8547, 0.6049, -6.2953], [-2.1994, 4.7236, 3.2864], [-7.5309, 2.3680, 7.7884], [3.8008, -1.1982, -2.2017], [-4.3293, -8.7008, -3.5845], [7.0233, 9.4586, -1.3177], [4.2034, 0.9872, 2.8506], [-2.1966, 3.0767, -2.2246], [4.0802, -2.6922, -9.9234], [-3.6698, 4.7495, 3.1117], [-7.8681, -1.7826, -0.0473], [-5.2087, 0.3658, 0.1999], [0.9952, -1.5191, -1.8560], [-6.7258, 3.3865, -2.5447], [1.7577, -3.3175, -9.2591], [-8.2976, 3.4626, 4.9043], [2.4598, -8.5189, 1.7632], [-7.0662, 1.5016, 5.7611], [3.8945, 5.9684, -2.2765], [3.2081, -6.3497, 5.4209], [-7.5789, 2.3742, 6.4440], [5.6513, 1.8061, 1.9115], [1.9405, 0.3160, -6.5999], [6.5992, 9.4342, -2.2296], [6.8829, -8.0133, 0.7628], [-5.7178, -0.9997, 1.4359], [5.2680, -4.0622, 4.6284], [-1.0251, -0.1466, 1.9882], [2.6519, 0.1668, -8.7434], [6.3253, -7.1747, 0.6658], [7.6468, 0.7617, 1.3186], [-3.9928, 4.5924, 1.9732], [-8.2613, -3.9097, 2.1818], [-3.4754, 7.7835, 2.1592], [6.5941, 1.2731, 4.5528], [3.7715, -3.5902, -10.2557], [-2.6686, -0.0583, 1.8231], [-2.3266, -3.3419, -0.5178], [0.3146, 0.7501, -2.1286], [-7.6797, 5.4211, -2.3813], [3.9470, 4.5643, -3.3009], [7.8514, 6.4071, -0.9902], [-8.6669, 4.1481, 6.4590], [7.5491, 8.3820, -0.7060], [-4.9862, -7.1941, -3.0172], [2.1870, -9.4217, 1.4131], [1.2619, -9.7718, 1.6256], [3.4573, 2.3324, -2.4164], [6.2923, -6.9394, 2.9063], [5.2298, -5.4337, 1.6100], [6.5905, -0.2932, 5.6889], [3.3279, 1.0813, -3.2435], [-3.4015, -4.2665, 1.0055], [6.8290, -0.3881, 0.0091], [-3.7981, 3.3796, 5.0474], [-7.3546, -3.1612, 2.3182], [2.1299, 2.0075, -0.1140], [7.0589, -0.2650, 1.1669], [1.9594, -0.9721, 0.3506], [-5.5320, 5.2448, -3.0391], [-5.4468, 3.9181, 4.2724], [3.7075, 1.2202, -4.6894], [6.1078, 0.2239, 4.7422], [-7.9470, 3.0774, 8.3677], [6.0793, -4.6163, 4.4120], [-0.5460, 5.3487, 1.8360], [-4.1589, 0.4957, -2.4985], [-4.1350, 5.8081, 3.4071], [-5.9079, 8.1165, 1.8976], [-3.1504, 9.3289, 2.8870], [-0.6572, 0.5083, -0.8054], [4.0498, -0.3569, 0.2519], [-3.4793, -6.9587, -1.0754], [3.1203, -3.8859, 5.2861], [-8.4962, -2.6302, -0.0470], [-2.3997, -4.4533, -1.2722], [4.0922, -4.5786, 5.0289], [3.5787, 0.4532, -8.4770], [-7.0175, -1.9841, 1.2245], [-4.5410, 0.4954, 4.7468], [2.6307, -11.3021, 0.2538], [2.4905, 1.3177, 0.7599], [-0.3632, 1.0025, -3.0777], [5.9697, -6.5414, 1.7981], [-5.5146, 10.1253, 2.8389], [0.8326, -3.6676, -9.0466], [-3.3030, 0.3227, 0.3245], [7.0511, 7.1773, -2.3281], [-5.1270, 8.9219, 2.3791], [5.8060, -0.3762, 2.0115], [4.9411, -4.9270, 2.4366], [-4.7207, 4.6907, -3.2554], [0.8480, -0.9249, -3.6385], [-4.0122, 2.3700, 2.0918], [-1.5253, 5.6902, 2.4060], [-5.4758, 6.2514, -3.1228], [2.2013, -5.1979, -10.4183], [6.7645, -1.9721, 3.6262], [1.6305, 0.0334, -7.8782], [1.2000, 0.2280, -5.9163], [-2.8622, -5.2984, -0.9824], [-0.0088, 0.1307, 0.6896], [-1.9519, -8.8978, -1.0203], [-2.2939, 3.4561, -1.2973], [-7.1684, -1.9730, -0.8226], [-4.7393, -1.1696, 2.7420], [-4.8865, 10.8018, 3.2388], [5.3242, -3.0555, 4.5446], [4.8316, -10.2552, -0.1412], [-3.0718, 0.9791, -2.3999], [-1.7595, -2.3271, -0.8907], [1.7788, -0.3625, 2.1251], [-4.3518, 3.5259, 4.0257], [4.8642, -6.5078, 4.9151], [4.0657, 0.7911, 0.5715], [2.5107, 1.9797, 1.7480], [-7.0440, 1.5980, 8.2283], [4.1036, 5.5498, -3.1734], [-3.9429, -2.6092, 5.3271], [-6.5651, -4.2111, 4.4605], [-2.5871, -9.6792, -2.4378], [-3.2990, 2.4555, -2.5440], [5.2022, 6.3312, -6.0521], [1.1943, -0.5771, -2.5506], [4.5095, -8.7964, 0.7487], [-5.6064, 1.8800, 3.0593], [7.8616, -1.1123, 1.4156], [0.9491, 1.7135, -1.9264], [4.2008, -9.6944, 0.4164], [2.4611, -0.0363, -9.7159], [4.6979, 4.7726, -5.4689], [-2.4961, 0.6579, -3.3714], [7.0643, 10.3375, -0.8185], [4.0742, -5.9205, 5.1227], [-2.8157, 1.2332, 4.4925], [4.5809, 6.3635, -4.1325], [-7.5919, 2.9573, -2.2465], [-3.4951, -0.3689, 3.0502], [-1.9909, 6.9314, 2.1621], [2.5543, -4.1050, -10.0040], [-3.7636, 0.8435, 3.9102], [2.8098, -0.2030, -2.6736], [-5.1141, -2.3790, 3.8349], [2.9836, -10.2092, 0.6681], [4.4023, -4.1510, -10.8133], [-8.2381, 3.4199, 5.9132], [4.9459, 0.8668, 1.9542], [2.0305, -2.4147, -8.9090], [8.0591, 8.4357, 0.4020], [6.0694, -6.8624, -0.2556], [0.5131, -0.3158, -8.2247], [-6.4989, 10.3487, 2.7717], [-4.3213, -7.9497, -2.9153], [7.4674, 7.2414, -1.4145], [-6.7078, 4.7284, -2.6385], [-2.6095, -8.9108, -1.7889], [-2.3156, 0.6130, -0.9920], [1.5937, -0.0354, 0.9920], [-5.9358, 2.7992, -2.7523], [-1.9586, -4.4221, -2.1821], [-2.9294, -3.4396, 0.6809]],
  "mulliken_charge": [0.42, -0.50, 0.01, 0.65, 0.29, 0.21, 0.65, -0.66, -0.36, 0.17, -0.29, 0.16, -0.42, 0.12, -0.27, -0.43, -0.34, 0.17, -0.35, 0.30, -0.31, 0.16, -0.24, -0.59, -0.25, 0.32, -0.30, -0.27, 0.22, 0.16, -0.61, 0.18, 0.22, 0.68, 0.25, -0.12, 0.19, 0.25, 0.37, -0.29, -0.55, -0.39, -0.48, 0.31, 0.29, 0.15, 0.28, 0.32, -0.33, -0.56, 0.46, -0.22, -0.67, 0.15, 0.20, 0.16, 0.59, 0.22, -0.33, 0.20, -0.15, -0.66, -0.26, 0.31, 0.07, 0.16, 0.21, 0.36, -0.59, 0.11, -0.86, 0.22, -0.33, 0.08, -0.38, -0.98, 0.15, 0.22, 0.35, 0.33, 0.13, -0.66, 0.17, 0.55, 0.20, -0.79, -0.70, 0.33, -0.29, 0.60, 0.15, 0.54, 0.20, -0.66, -0.38, 0.35, 0.66, -0.39, 0.18, 0.59, 0.16, 0.65, 0.33, 0.15, 0.19, 0.40, -0.34, 0.16, 0.20, -0.66, -0.66, 0.73, 0.05, 0.21, 0.67, 0.21, 0.31, 0.26, -0.28, 0.15, 0.09, 0.17, -1.15, -0.46, 0.39, -0.49, 0.21, -0.30, 0.43, 0.23, -0.29, -0.21, 0.32, 0.17, -0.16, 0.21, -0.40, 0.25, 0.14, 0.31, 0.23, -0.33, 0.25, 0.14, 0.30, 0.21, -0.34, 0.36, 0.64, 0.17, 0.71, -0.59, 0.53, -0.77, 0.45, -0.16, 0.55, 0.21, -0.38, -0.62, 0.15, -0.67, 0.16, -0.65, 0.24, -0.38, -0.34, 0.61, -0.38, -0.55, -0.84, 0.16, 0.18, -0.10],
  "homo_energy_ev": -8.0236,
  "orbital_gap_ev": 5.028,
  "energy_ha": -5564.6681,
  "molar_mass_g_mol": 1366.41,
  "e_lumo_ev": -3.00
}

5.
{
  "formula": "C14H25AsN2O10PtS4",
  "method": "ωB97M-V with the def2-TZVPD basis set",
  "symbols": ["H", "H", "C", "C", "S", "H", "C", "H", "O", "N", "H", "C", "O", "O", "H", "H", "C", "H", "O", "H", "C", "N", "C", "O", "H", "O", "C", "As", "H", "C", "C", "H", "H", "H", "Pt", "H", "H", "H", "C", "C", "C", "O", "S", "H", "H", "H", "H", "S", "H", "H", "H", "O", "S", "C", "O", "H", "O"],
  "coordinates": [[3.8177, 0.6490, -0.6022], [-2.3465, -2.8398, -0.3584], [-1.6452, 3.1574, 0.6947], [-2.6680, 3.3839, 1.6073], [-1.1428, -2.2754, -2.8150], [0.2036, -1.0538, 4.6598], [-1.9404, 2.5895, -0.5442], [-2.7647, -4.5055, -0.5888], [-1.3680, -0.4778, 2.8115], [-2.1323, -4.7320, -2.9694], [-1.6686, 0.5011, -3.0614], [1.0997, -0.6785, 2.7155], [0.2459, 3.3413, -2.4945], [-1.6392, 1.4598, -3.1908], [-0.1071, 1.0165, 2.2277], [4.1109, -3.0860, -1.5088], [3.2762, 0.5241, -1.5406], [3.9038, 0.8292, -2.3786], [0.1023, 0.6350, -1.4490], [1.3571, -2.3328, 1.3382], [2.2937, 0.1067, 2.1614], [-2.5295, -3.6163, -0.9976], [1.2885, -2.1673, 2.4145], [0.1878, 4.9808, 0.8404], [2.2183, -2.5154, 2.8794], [-1.4018, -2.0591, 1.0191], [-4.2826, 2.5350, 0.0521], [-0.6098, 2.1085, -1.8826], [2.3775, 1.1377, -1.5023], [-3.2664, 2.2976, -0.8598], [4.3067, -2.0135, -1.5052], [0.8492, 0.5845, 4.4627], [2.1772, 1.1779, 2.3350], [-5.3036, 2.2746, -0.2003], [-0.4241, -0.4521, 0.1188], [5.0097, -1.7782, -2.3071], [4.7498, -1.7442, -0.5447], [1.9583, -0.7806, 4.6990], [1.0190, -0.4700, 4.2306], [-0.1434, -0.0593, 2.0673], [-3.9797, 3.0723, 1.2946], [0.8567, 2.6378, 0.4512], [-2.1755, -1.7213, 2.2599], [-1.9303, -4.5741, -3.9438], [3.2186, -0.2412, 2.6353], [2.3739, -0.0491, 1.0863], [-3.4967, 1.8596, -1.8212], [2.7220, -1.1804, -1.7290], [0.4613, -2.7601, 2.8095], [-2.4001, 3.7800, 2.5782], [-4.7611, 3.2276, 2.0293], [-3.5121, -1.2775, 1.9795], [0.0312, 3.5832, 1.1990], [-1.9773, -3.5849, -2.2169], [0.0544, 3.3468, 2.6414], [-2.9807, -5.2562, -2.8103], [-2.0708, -2.8292, 3.1820]],
  "mulliken_charge": [0.25, 0.13, 0.19, -0.48, -0.39, 0.37, -0.26, 0.22, -0.36, -0.55, 0.25, 2.85, -0.83, -0.72, 0.13, 0.31, -0.55, 0.41, -0.53, 0.20, -1.66, -0.24, -1.89, -0.84, 0.52, -0.67, -0.45, 1.10, -0.09, -0.42, -0.91, 0.36, 0.34, 0.35, 1.04, 0.29, 0.22, 0.45, -1.93, -0.85, -0.61, -0.42, 1.32, 0.26, 0.50, 0.02, 0.56, 0.07, 0.35, 0.48, 0.33, -0.68, 1.20, 0.45, -0.73, 0.21, -0.71],
  "homo_energy_ev": -2.7969,
  "orbital_gap_ev": 6.862,
  "total_charge": -2,
  "energy_ha": -5358.3469,
  "de_lowest_ev": 1.4322,
  "molar_mass_g_mol": 779.63,
  "e_lumo_ev": 4.07
}

6.
{
  "formula": "C3H5N3",
  "method": "ωB97M-V with the def2-TZVPD basis set",
  "symbols": ["C", "N", "C", "H", "H", "H", "N", "H", "H", "C", "N"],
  "coordinates": [[0.8597, 0.5709, 0.4574], [1.5526, -1.6423, -0.7011], [2.0634, 0.5506, 0.5881], [-1.6413, -0.5342, 1.0694], [3.1337, 0.5952, 0.6404], [-2.1630, 1.0404, 0.3790], [0.4659, -1.8351, -0.7926], [-2.0841, -0.4390, -0.6229], [-0.2744, 1.0848, -1.0147], [-1.6156, 0.1181, 0.1958], [-0.2969, 0.4907, -0.1989]],
  "mulliken_charge": [-0.09, -0.09, -0.25, 0.31, 0.36, 0.33, 0.03, 0.27, 0.17, -0.78, -0.25],
  "homo_energy_ev": -8.2959,
  "orbital_gap_ev": 9.290,
  "smiles": "C#CNC.N#N",
  "energy_ha": -281.5029,
  "de_lowest_ev": 2.3709,
  "molar_mass_g_mol": 83.09,
  "e_lumo_ev": 0.99
}